(1)
# C5H10O

A molecular structure, C5H10O at a distorted geometry (ωB97M-V/def2-TZVPD, the Open Molecules 2025 dataset).

E_HOMO: -8.885 eV
Spin multiplicity: 1
HOMO-LUMO gap: 9.69 eV
Max |F|: 4.980 eV/A
Energy above the lowest of the compared OMol25 structures with the same formula, charge and spin: 3.990 eV

Each line ends with the Löwdin charge.
Positions of all 16 atoms, in Å:
C: 2.27497 -0.45714 -0.30671  -0.157
C: 1.39823 0.79792 -0.31172  -0.202
C: 0.12555 0.90744 0.23913  -0.174
C: -0.72094 -0.11049 0.76763  -0.242
C: -1.84976 -0.57922 -0.23602  -0.246
H: 2.14844 -0.94690 -1.60829  0.154
H: 1.95728 -1.23459 0.47469  0.045
H: 3.63285 -0.09214 -0.20253  0.157
H: 1.87238 1.63699 -0.68880  0.051
H: -0.30528 1.93057 0.23011  0.110
H: -1.12432 0.24698 1.84026  0.160
H: -0.09010 -0.93543 1.02706  0.080
H: -2.23484 -1.46793 0.29987  0.104
H: -1.29498 -1.01962 -1.10772  0.126
H: -2.93105 0.92894 0.24728  0.145
O: -2.85843 0.39463 -0.66426  -0.111

(2)
# C32H18CoF5N4O3S

A molecular structure, C32H18CoF5N4O3S (ωB97M-V/def2-TZVPD, the Open Molecules 2025 dataset).

E_HOMO (alpha / beta): -3.698 / -3.690 eV
Spin multiplicity: 2
HOMO-LUMO gap (alpha / beta): 5.60 / 5.60 eV
Max |F|: 0.979 eV/A
Energy above the lowest of the compared OMol25 structures with the same formula, charge and spin: 0.275 eV
Charge: -1

Each line ends with the Mulliken spin population.
Positions of all 64 atoms, in Å:
Co: 0.36510 -0.21841 0.91156  1.029
O: 4.07212 -1.37924 -1.12166  -0.001
C: 4.26429 -0.17597 -1.69269  0.001
C: 5.11881 -0.09865 -2.79615  0.001
C: 5.36095 1.11612 -3.40931  0.000
C: 4.76063 2.28085 -2.93184  0.000
C: 3.90177 2.20240 -1.84944  -0.001
C: 3.63462 0.98702 -1.21892  0.012
C: 2.61058 0.89330 -0.13852  -0.009
O: 2.42609 -0.27182 0.42474  0.031
N: 1.91804 1.95926 0.13797  0.001
N: 0.85033 1.61486 0.99077  -0.023
C: 0.39212 2.51670 1.75578  -0.012
C: -0.68408 2.28989 2.69717  0.013
C: -1.31789 3.39117 3.28544  -0.002
C: -2.39563 3.23845 4.12845  0.002
C: -2.85810 1.94109 4.39768  -0.002
C: -2.22696 0.83724 3.87223  0.003
C: -1.10083 0.96953 3.02730  -0.008
O: -0.50014 -0.09719 2.59582  -0.033
H: 3.40257 -1.21341 -0.39644  0.001
H: 5.57955 -1.01367 -3.15101  0.000
H: 6.02375 1.15877 -4.26736  0.000
H: 4.95753 3.23340 -3.40841  0.000
H: 3.41179 3.08691 -1.45994  0.001
H: 0.84041 3.50751 1.68120  -0.001
H: -0.95721 4.38839 3.04087  0.000
H: -2.88376 4.10141 4.56308  0.000
H: -3.73314 1.80345 5.02619  0.000
H: -2.58110 -0.16792 4.07115  0.001
C: 0.07645 0.36558 -3.39275  0.006
C: -0.04661 0.61880 -2.01673  0.003
N: 0.12910 -0.31112 -1.12519  -0.014
C: 0.42880 -1.56304 -1.54196  0.008
C: 0.58313 -1.91205 -2.87850  0.004
C: 0.39364 -0.89511 -3.82009  -0.006
C: 0.96752 -3.26489 -3.21137  -0.003
C: 1.19949 -4.17013 -2.25479  0.000
C: 1.03366 -3.83610 -0.85903  -0.001
C: 1.29589 -4.71763 0.19571  0.000
C: 1.08114 -4.30780 1.48499  0.001
C: 0.59673 -3.01480 1.72563  -0.007
N: 0.38164 -2.16512 0.75969  -0.003
C: 0.61120 -2.55624 -0.51772  0.000
H: -0.07281 1.17370 -4.09527  0.000
H: -0.29180 1.60425 -1.64086  0.002
H: 0.50364 -1.11719 -4.87636  0.000
H: 1.07871 -3.53540 -4.25636  0.000
H: 1.52347 -5.17191 -2.51646  0.000
H: 1.67556 -5.71093 -0.02076  0.000
H: 1.26861 -4.96707 2.32059  0.000
H: 0.36112 -2.66238 2.72379  -0.002
F: -6.61607 2.78314 1.45384  0.000
C: -5.72744 1.80683 1.18547  0.000
C: -4.40607 2.10309 0.94644  0.000
F: -4.00479 3.38675 0.96829  0.000
C: -3.50657 1.09209 0.67837  0.001
F: -2.23550 1.47257 0.44185  0.006
C: -3.84423 -0.26921 0.65277  0.000
S: -2.68452 -1.52966 0.39755  0.007
C: -5.20323 -0.51247 0.89844  -0.003
F: -5.66701 -1.77014 0.90351  0.000
C: -6.12098 0.48669 1.15023  0.000
F: -7.41405 0.18547 1.37134  0.000

(3)
# C5H10N

A gas-phase ion, C5H10N (charge +1) at a distorted geometry (ωB97M-V/def2-TZVPD, the Open Molecules 2025 dataset).

SMILES: CC1=C(C[NH3+])C1
E_HOMO: -12.781 eV
Spin multiplicity: 1
HOMO-LUMO gap: 8.86 eV
Max |F|: 6.189 eV/A
Energy above the lowest of the compared OMol25 structures with the same formula, charge and spin: 2.299 eV
Charge: +1

Each line ends with the Löwdin charge.
Positions of all 16 atoms, in Å:
C: 2.38510 -0.88815 0.06472  -0.032
C: 1.34143 0.11799 0.07112  -0.115
C: 0.00590 0.50551 0.29436  -0.138
C: -1.34865 0.23810 0.74665  -0.105
N: -2.18283 -0.37225 -0.39259  0.195
C: 0.95720 1.54246 -0.25349  -0.069
H: 1.97469 -1.87836 -0.12987  0.089
H: 2.87464 -0.91362 1.04017  0.104
H: 3.13938 -0.63586 -0.67950  0.096
H: -1.83794 1.16578 1.05005  0.139
H: -1.38600 -0.48057 1.56857  0.138
H: -3.19031 -0.31394 -0.19800  0.173
H: -1.92074 -1.35767 -0.52020  0.174
H: -1.96621 0.11996 -1.26990  0.175
H: 1.30761 2.34657 0.38392  0.091
H: 0.88158 1.84730 -1.29448  0.087

(4)
# C24H33ClI2LaP3

A molecular structure, C24H33ClI2LaP3 at a distorted geometry (ωB97M-V/def2-TZVPD, the Open Molecules 2025 dataset).

E_HOMO (alpha / beta): -13.555 / -12.928 eV
Spin multiplicity: 1
HOMO-LUMO gap (alpha / beta): 6.09 / 4.85 eV
Max |F|: 2.834 eV/A
Energy above the lowest of the compared OMol25 structures with the same formula, charge and spin: 1.875 eV
Charge: +2

Each line ends with the Löwdin charge.
Positions of all 64 atoms, in Å:
I: 1.34215 1.18338 -2.02470  0.591
I: -2.32479 0.48826 -1.11598  0.496
La: -1.11741 3.67944 -0.85628  1.148
P: -0.37688 3.37438 1.99330  0.669
C: 0.19920 2.44969 3.53451  -0.233
C: 0.68358 4.88996 1.97647  -0.292
H: 0.59325 5.44266 2.92671  0.071
H: -1.73826 4.90451 3.37613  0.072
H: 0.35843 5.52463 1.13487  0.025
H: -2.30944 4.81438 1.66610  0.019
H: 1.17044 1.95718 3.28025  0.051
H: 1.72858 4.60356 1.79132  0.057
C: -1.92718 4.23299 2.52238  -0.290
H: 0.29366 3.08912 4.44848  0.077
H: -2.70008 3.49619 2.78025  0.058
H: -0.52899 1.63194 3.72125  0.033
P: -0.94142 1.23615 -3.55135  0.263
C: -0.57093 -0.49534 -4.07344  -0.288
C: -2.58677 1.47694 -4.24998  -0.323
H: -0.18645 3.26036 -4.59914  0.049
H: -0.36872 1.88756 -5.76445  0.065
H: 1.05893 2.03049 -4.67447  0.000
C: -0.01341 2.19656 -4.77317  -0.325
H: -2.90896 2.50182 -4.05912  0.049
H: -2.49914 1.26851 -5.32348  0.065
H: -0.75654 -0.56455 -5.15848  0.071
H: -1.21564 -1.19097 -3.51146  0.028
H: -3.30167 0.80870 -3.76881  0.002
H: 0.47449 -0.75940 -3.79479  0.007
Cl: -1.97013 5.73162 -1.99575  -0.194
C: 4.67837 -2.45910 0.76336  -0.042
C: 4.43346 -1.22733 0.12578  -0.066
C: 3.12390 -0.78024 -0.00132  -0.167
C: 2.07835 -1.53183 0.60385  -0.433
C: 2.30522 -2.76383 1.23604  -0.101
C: 3.62055 -3.22602 1.31375  -0.043
P: 0.41227 -0.90832 0.29768  1.020
C: -0.16821 -2.27042 -0.75835  -0.380
C: -1.55005 -2.46976 -0.90269  -0.253
C: -2.08218 -3.49877 -1.65248  -0.067
C: -1.21568 -4.39757 -2.28101  -0.041
C: 0.17384 -4.19358 -2.18649  -0.042
C: 0.70530 -3.10991 -1.45793  -0.070
C: -0.23594 -1.06381 2.00649  -0.339
C: -1.61025 -1.21290 2.22026  -0.104
C: -2.09027 -1.37081 3.50960  -0.058
C: -1.23538 -1.31587 4.61733  -0.044
C: 0.14456 -1.12188 4.41382  -0.064
C: 0.64553 -0.97245 3.11404  -0.107
H: 5.71679 -2.82119 0.84272  0.121
H: 5.23390 -0.58666 -0.28422  0.122
H: 2.90979 0.14420 -0.59051  -0.088
H: 1.47834 -3.35884 1.62739  0.130
H: 3.82557 -4.19492 1.80059  0.124
H: -2.29358 -1.79007 -0.46069  -0.068
H: -3.16692 -3.57567 -1.76065  0.123
H: -1.60806 -5.23759 -2.88068  0.126
H: 0.88822 -4.89133 -2.67918  0.128
H: 1.79158 -2.97433 -1.40587  0.117
H: -2.30687 -1.21506 1.38660  0.050
H: -3.14964 -1.52335 3.68166  0.117
H: -1.60201 -1.36952 5.65524  0.126
H: 0.85988 -1.06607 5.26509  0.130
H: 1.72971 -0.79589 2.96361  0.120

(5)
# C5H14N3OS

A gas-phase ion, C5H14N3OS (charge +1) at a distorted geometry (ωB97M-V/def2-TZVPD, the Open Molecules 2025 dataset).

SMILES: CCOCCN(S)C(N)=[NH2+]
E_HOMO: -13.590 eV
Spin multiplicity: 1
HOMO-LUMO gap: 9.37 eV
Max |F|: 1.823 eV/A
Energy above the lowest of the compared OMol25 structures with the same formula, charge and spin: 0.000 eV
Charge: +1

Each line ends with the Löwdin charge.
Positions of all 24 atoms, in Å:
C: 0.19946 0.55027 2.73917  -0.051
C: 0.88401 0.79427 1.40641  -0.267
O: -0.10758 1.25584 0.49730  -0.147
C: 0.39197 1.63589 -0.76314  -0.220
C: 0.84026 0.46887 -1.60049  -0.159
N: -0.30910 -0.47019 -1.87025  -0.349
S: -1.66036 0.23867 -2.71641  0.896
C: -0.59314 -1.35392 -0.88314  -0.454
N: -1.88070 -1.48709 -0.36967  0.145
N: 0.39048 -2.15131 -0.46253  0.232
H: -0.42876 -0.33599 2.68792  0.065
H: 0.91816 0.47334 3.54559  0.086
H: -0.45945 1.39062 2.93957  0.088
H: 1.66116 1.54863 1.52018  0.130
H: 1.31950 -0.14327 1.05643  0.094
H: -0.37005 2.21689 -1.26931  0.109
H: 1.25410 2.29832 -0.64159  0.142
H: 1.63585 -0.09269 -1.12728  0.111
H: 1.20952 0.82410 -2.55690  0.129
H: -2.29548 0.85923 -1.70838  -0.098
H: -1.96673 -1.11939 0.57206  0.119
H: -2.15228 -2.46313 -0.37928  0.119
H: 1.08867 -2.47951 -1.10930  0.145
H: 0.43052 -2.45845 0.49303  0.137

(6)
# C26H22CoN6OS

A molecular structure, C26H22CoN6OS (ωB97M-V/def2-TZVPD, the Open Molecules 2025 dataset).

E_HOMO (alpha / beta): -7.500 / -7.496 eV
Spin multiplicity: 4
HOMO-LUMO gap (alpha / beta): 6.87 / 6.80 eV
Max |F|: 0.228 eV/A

Each line ends with the Mulliken spin population.
Positions of all 57 atoms, in Å:
Co: 1.21602 0.35041 0.34485  2.748
C: 5.95815 0.94757 0.43915  0.000
N: 5.16472 -0.23511 0.16785  0.001
C: 5.28359 -1.45326 0.81144  -0.006
C: 4.32220 -2.26240 0.33869  0.002
N: 3.60453 -1.51866 -0.59300  0.012
C: 4.12335 -0.25252 -0.69599  0.004
S: 3.59935 0.96918 -1.70873  0.014
C: 2.46399 -1.95689 -1.30377  -0.015
C: 2.53921 -3.03720 -2.16192  0.000
C: 1.37994 -3.43100 -2.81088  -0.003
C: 0.20918 -2.72755 -2.58362  0.008
C: 0.23532 -1.65789 -1.70576  0.009
N: 1.34470 -1.28196 -1.07115  0.016
H: 6.85299 0.64641 0.97817  0.000
H: 5.37950 1.65112 1.03457  0.001
H: 6.23085 1.41909 -0.50224  0.000
H: 6.03814 -1.62953 1.55614  0.000
H: 4.05833 -3.27394 0.58700  0.001
H: 3.48484 -3.53576 -2.31977  0.000
H: 1.39644 -4.27045 -3.49292  0.000
H: -0.71455 -2.99804 -3.07428  0.000
H: -0.65392 -1.07993 -1.48639  -0.008
N: -9.02411 1.05865 0.36796  0.000
C: -7.87761 0.98284 0.36558  0.000
C: -6.44219 0.88616 0.36303  0.000
C: -5.71569 1.29487 1.47874  0.000
C: -4.33574 1.19354 1.47319  0.000
C: -3.66929 0.69601 0.35715  -0.001
C: -4.40280 0.29583 -0.75564  0.000
C: -5.78364 0.38338 -0.75620  0.000
C: -2.18090 0.59333 0.35865  0.000
C: -1.50224 1.46688 -0.49364  0.009
C: -2.08974 2.47280 -1.31567  0.012
C: -1.06288 3.10214 -1.97477  0.000
C: 0.12547 2.47067 -1.53876  0.010
N: -0.12011 1.50811 -0.66376  0.023
C: -1.63376 -0.36622 1.21841  0.006
C: -2.34785 -1.27977 2.04569  0.009
C: -1.40861 -2.01574 2.72964  0.001
C: -0.15009 -1.53691 2.29708  0.000
N: -0.27409 -0.56956 1.40247  0.024
H: -6.23488 1.68824 2.34191  0.000
H: -3.76346 1.50558 2.33694  0.000
H: -3.88376 -0.08609 -1.62527  0.000
H: -6.35576 0.06716 -1.61767  0.000
H: -3.14225 2.69473 -1.38480  0.000
H: -1.13037 3.91746 -2.67603  0.000
H: 1.14029 2.69365 -1.83436  -0.001
H: -3.42021 -1.36664 2.11331  -0.001
H: -1.58233 -2.79584 3.45262  0.000
H: 0.82924 -1.85907 2.62340  0.002
C: 2.79111 2.33648 1.70955  0.003
O: 2.44451 0.99437 1.57642  0.113
H: 1.94339 2.95520 2.03969  0.000
H: 3.16289 2.77905 0.77240  0.003
H: 3.58056 2.45700 2.46530  0.006

no.,electronic energy (eV)
1,-7390.7752
2,-107632.1483
3,-6827.9027
4,-82859.6963
5,-22757.7966
6,-86769.7777